Molecular formula: C23H36MoP2
Method: DFT, the ωB97M-V functional and the def2-TZVPD basis

```
! wB97M-V def2-TZVPD RIJCOSX def2/J DEFGRID3
* xyz 2 3
Mo 0.022 -0.691 1.367
P 0.181 1.511 -3.077
P -0.258 -1.999 -2.834
C -1.865 -0.942 -0.513
C 1.420 -2.607 -3.204
C 1.805 0.687 -0.109
C -0.137 0.647 4.369
C -1.184 1.842 6.230
C 1.350 -0.451 -1.086
C 0.362 0.335 -4.478
C -1.216 -3.377 -3.432
C -1.166 2.178 7.581
C -0.702 1.405 0.252
C -0.081 1.172 5.663
C 0.586 -2.369 2.396
C 1.081 0.945 6.433
C -0.088 0.017 3.285
C -1.603 0.586 -0.661
C 0.712 -1.748 -0.603
C -1.442 2.225 -3.476
C -0.715 -2.022 -0.695
C -0.026 1.901 8.359
C 1.098 1.285 7.779
C 0.658 1.697 0.209
C 1.308 2.860 -3.393
C -0.469 -0.935 -4.345
H 1.090 -2.021 3.304
H 1.336 -2.649 -0.622
H 1.951 0.474 5.981
H -2.237 -3.053 -3.635
H -1.011 -3.080 -0.572
H 2.321 2.496 -3.568
H -2.385 -1.115 0.463
H -1.355 2.771 -4.418
H -2.223 1.463 -3.576
H 1.371 -3.095 -4.181
H -1.535 -0.711 -4.385
H -0.754 -3.706 -4.364
H 2.205 -0.656 -1.762
H -1.317 2.006 0.918
H -0.011 2.173 9.423
H -2.038 2.650 8.045
H -2.627 -1.143 -1.321
H -0.259 -1.637 -5.169
H 1.721 -3.350 -2.463
H 1.324 3.537 -2.537
H 2.191 -1.828 -3.261
H 1.139 -3.083 1.786
H -1.316 0.774 -1.709
H -0.449 -2.687 2.617
H 0.960 3.409 -4.270
H -2.056 2.069 5.624
H -1.752 2.917 -2.687
H 2.660 1.195 -0.645
H 0.964 2.533 0.830
H 0.060 0.917 -5.361
H -2.633 1.020 -0.651
H -1.221 -4.195 -2.716
H 1.980 1.068 8.393
H 2.257 0.253 0.842
H 1.416 0.088 -4.599
H 0.604 0.045 -1.771
*
```

Output
- HOMO (spin up / spin down): -13.20 / -13.31 eV
- Lowest unoccupied orbital energy (spin up / spin down): -7.68 / -7.85 eV
- Largest force on an atom: 4.85 eV Å⁻¹
- ⟨S²⟩: 2.134